Record 1
DFT (wB97M-V/def2-TZVPD) results for a cluster of 12 separate species, C32H86N2O34S10 in total.

Calculated values
- LUMO energy (eV) = 0.0
- relative energy (zero: lowest compared OMol25 entry of this formula, charge and spin) (kcal/mol) = 72.18
- DFT total energy (hartree) = -7919.81684
- multiplicity = 1
- HOMO level (eV) = -10.91

CARTESIAN COORDINATES (ANGSTROEM)
C 5.784 4.360 -5.644
C 6.610 5.403 -6.379
O 7.960 4.962 -6.305
S 9.088 5.599 -7.348
C 9.566 7.152 -6.489
O 10.328 4.768 -7.250
O 8.507 5.983 -8.628
H 4.727 4.598 -5.757
H 6.046 4.295 -4.588
H 6.021 3.429 -6.160
H 6.308 5.466 -7.424
H 6.593 6.377 -5.890
H 10.299 7.679 -7.099
H 10.004 6.940 -5.513
H 8.680 7.745 -6.263
C 11.537 -4.982 -2.131
C 10.746 -5.245 -3.442
O 9.568 -4.424 -3.617
S 9.206 -3.757 -5.115
C 10.355 -2.316 -5.166
O 9.565 -4.741 -6.124
O 7.810 -3.319 -5.038
H 10.982 -5.245 -1.230
H 11.871 -3.951 -2.020
H 12.426 -5.612 -2.119
H 11.423 -5.046 -4.273
H 10.409 -6.265 -3.626
H 10.361 -1.787 -6.119
H 11.399 -2.615 -5.061
H 10.055 -1.633 -4.372
C 1.055 -6.103 6.841
C 1.868 -7.332 6.548
O 3.146 -6.870 6.844
S 4.080 -7.644 7.983
C 3.013 -7.361 9.465
O 4.178 -9.047 7.606
O 5.273 -6.867 8.178
H 0.081 -6.233 6.370
H 1.453 -5.205 6.369
H 0.874 -5.900 7.897
H 1.518 -8.207 7.095
H 1.823 -7.580 5.487
H 2.227 -8.113 9.397
H 2.607 -6.349 9.475
H 3.632 -7.463 10.356
C -2.535 8.628 -0.144
C -3.333 8.151 -1.341
O -4.435 7.205 -1.126
S -5.741 7.307 -2.132
C -4.833 6.928 -3.778
O -6.646 6.203 -1.934
O -6.194 8.727 -2.121
H -2.000 7.825 0.362
H -3.230 8.891 0.654
H -1.830 9.427 -0.374
H -3.774 9.023 -1.824
H -2.630 7.654 -2.009
H -4.291 5.983 -3.793
H -4.163 7.761 -3.991
H -5.512 6.740 -4.610
C -10.768 -5.524 -2.876
C -10.743 -5.302 -1.391
O -9.990 -4.207 -1.130
S -10.063 -3.544 0.422
C -11.124 -2.066 -0.061
O -10.804 -4.435 1.315
O -8.713 -3.141 0.741
H -11.035 -6.533 -3.189
H -9.804 -5.223 -3.287
H -11.534 -4.931 -3.375
H -11.753 -5.092 -1.039
H -10.415 -6.229 -0.921
H -11.207 -1.305 0.715
H -12.067 -2.577 -0.254
H -10.672 -1.738 -0.997
C -7.823 4.522 6.380
C -9.267 4.909 6.650
O -9.378 6.345 6.924
S -10.657 6.774 7.978
C -9.718 6.428 9.492
O -10.820 8.207 7.765
O -11.771 5.834 7.862
H -7.429 5.106 5.548
H -7.852 3.453 6.171
H -7.139 4.823 7.172
H -9.883 4.467 5.868
H -9.586 4.376 7.546
H -8.767 6.954 9.408
H -9.488 5.363 9.479
H -10.352 6.760 10.314
C 9.765 1.400 1.149
C 10.973 2.310 1.275
O 12.036 1.617 0.815
S 13.467 2.429 0.509
C 13.046 3.256 -1.057
O 13.669 3.408 1.633
O 14.493 1.423 0.242
H 9.522 1.252 0.096
H 8.923 1.740 1.751
H 10.061 0.382 1.404
H 10.778 3.199 0.676
H 11.249 2.634 2.279
H 13.955 3.813 -1.282
H 12.250 3.956 -0.802
H 12.706 2.481 -1.744
C -12.107 4.867 -6.992
C -12.303 3.554 -6.312
O -11.928 2.595 -7.282
S -11.653 1.006 -6.894
C -9.949 1.125 -6.156
O -12.582 0.633 -5.824
O -11.603 0.266 -8.116
H -12.757 4.928 -7.865
H -11.133 4.823 -7.479
H -12.171 5.703 -6.296
H -11.621 3.506 -5.463
H -13.327 3.394 -5.977
H -10.021 1.665 -5.212
H -9.267 1.549 -6.894
H -9.650 0.091 -5.985
C 1.688 -3.203 -0.692
C 0.882 -1.869 -0.552
O -0.393 -2.129 -1.105
S -1.366 -0.875 -1.709
C -1.552 -0.041 -0.034
O -0.675 0.014 -2.669
O -2.620 -1.513 -2.131
H 2.662 -3.260 -0.205
H 1.843 -3.435 -1.745
H 1.044 -4.006 -0.334
H 0.790 -1.576 0.494
H 1.472 -1.073 -1.007
H -0.546 0.330 0.161
H -1.947 -0.758 0.686
H -2.219 0.815 -0.137
C 4.549 0.057 9.818
C 3.370 0.060 8.821
O 3.392 1.158 7.886
S 1.963 1.889 7.440
C 1.667 3.018 8.842
O 2.271 2.770 6.292
O 0.946 0.857 7.392
H 5.431 -0.315 9.298
H 4.357 -0.652 10.623
H 4.766 1.026 10.268
H 3.521 -0.761 8.120
H 2.469 0.062 9.435
H 0.697 3.400 8.524
H 2.401 3.818 8.746
H 1.771 2.366 9.710
C 0.530 -12.412 -2.019
N 2.006 -12.332 -2.224
O 2.543 -11.277 -2.040
O 2.639 -13.361 -2.537
H 0.022 -12.091 -2.929
H 0.266 -11.816 -1.145
H 0.320 -13.468 -1.854
C -0.376 -5.293 -6.472
N -1.154 -6.570 -6.252
O -1.352 -6.891 -5.097
O -1.463 -7.144 -7.314
H -0.677 -4.797 -5.549
H -0.757 -4.738 -7.329
H 0.701 -5.462 -6.460

=====

Record 2
DFT (wB97M-V/def2-TZVPD) results for a structure of composition C32H88AsF6N8O12SSr.

Calculated values
- LUMO energy (eV) = 0.6
- total charge = -1
- DFT total energy (hartree) = -5876.80369
- multiplicity = 1
- HOMO level (eV) = -4.19

CARTESIAN COORDINATES (ANGSTROEM)
Sr 1.291 -1.417 -4.312
S -1.484 1.075 -4.802
O -1.207 1.016 -6.263
O -2.757 0.372 -4.478
O -0.337 0.291 -4.154
O -1.539 2.468 -4.363
As 0.612 -0.606 -0.052
F -0.841 -1.549 -0.124
F 0.842 -0.999 -1.744
F 2.152 0.183 -0.014
F 0.363 -0.185 1.601
F 1.433 -2.082 0.408
F -0.247 0.765 -0.516
C -0.640 4.411 0.351
C -0.969 4.801 -1.081
C 0.190 4.464 -2.028
O -0.180 4.755 -3.331
C 0.831 4.491 -4.244
N -2.192 4.186 -1.622
H -1.477 4.445 1.055
H 0.097 5.075 0.821
H -0.227 3.398 0.391
H -1.103 5.892 -1.064
H 0.378 3.376 -1.899
H 1.119 4.994 -1.743
H 0.806 5.070 -5.171
H 0.804 3.426 -4.513
H 1.827 4.762 -3.829
H -2.928 4.373 -0.928
H -2.079 3.182 -1.426
C 1.947 -5.662 -2.240
C 1.470 -4.371 -2.889
C 0.010 -4.107 -2.717
O -0.335 -3.054 -3.628
C -1.541 -2.335 -3.286
N 2.332 -3.219 -2.496
H 1.398 -6.531 -2.599
H 1.756 -5.583 -1.164
H 3.029 -5.774 -2.303
H 1.703 -4.375 -3.970
H -0.217 -3.945 -1.660
H -0.690 -4.885 -3.048
H -1.771 -1.816 -4.218
H -1.401 -1.606 -2.495
H -2.415 -2.964 -3.070
H 3.281 -3.520 -2.676
H 2.190 -2.989 -1.512
C 5.441 0.974 -2.896
C 4.006 0.487 -2.685
C 2.899 1.443 -3.064
O 2.811 1.534 -4.477
C 3.456 2.634 -5.061
N 3.740 -0.777 -3.430
H 5.672 1.050 -3.959
H 6.123 0.225 -2.482
H 5.572 1.919 -2.369
H 3.880 0.230 -1.630
H 3.053 2.416 -2.581
H 1.928 1.070 -2.727
H 4.547 2.570 -4.945
H 3.099 3.579 -4.651
H 3.275 2.585 -6.133
H 4.040 -0.587 -4.399
H 4.478 -1.422 -3.142
C -5.917 -0.815 -0.389
C -5.402 -0.830 -1.828
C -6.482 -0.467 -2.840
O -7.596 -1.341 -2.815
C -7.525 -2.397 -3.720
N -4.247 0.061 -1.972
H -6.190 0.206 -0.103
H -5.151 -1.119 0.325
H -6.805 -1.447 -0.306
H -5.085 -1.864 -2.098
H -6.030 -0.445 -3.844
H -6.795 0.563 -2.629
H -7.679 -1.997 -4.738
H -8.303 -3.153 -3.599
H -6.577 -2.953 -3.715
H -3.563 -0.076 -1.237
H -3.791 -0.156 -2.883
C 4.938 2.962 0.305
C 3.732 3.658 0.937
C 3.668 5.123 0.605
O 4.817 5.801 1.177
C 5.008 7.069 0.608
N 2.453 3.087 0.508
H 4.656 2.715 -0.731
H 5.249 2.013 0.744
H 5.815 3.603 0.166
H 3.722 3.498 2.019
H 2.793 5.637 1.016
H 3.697 5.247 -0.493
H 4.036 7.532 0.403
H 5.519 6.987 -0.363
H 5.619 7.664 1.280
H 2.260 3.059 -0.495
H 2.387 2.093 0.723
C -4.975 -4.043 0.315
C -3.965 -4.902 1.065
C -2.792 -4.077 1.541
O -1.788 -4.925 2.078
C -0.967 -4.236 2.978
N -4.649 -5.651 2.172
H -5.704 -4.740 -0.110
H -4.572 -3.515 -0.554
H -5.529 -3.334 0.925
H -3.560 -5.524 0.254
H -3.130 -3.252 2.193
H -2.390 -3.479 0.711
H -0.377 -3.459 2.473
H -0.271 -4.959 3.412
H -1.464 -3.759 3.830
H -4.301 -5.229 3.032
H -4.243 -6.584 2.159
C 4.138 -0.145 2.948
C 3.297 0.078 4.192
C 4.134 0.826 5.225
O 3.580 0.848 6.529
C 2.420 1.604 6.753
N 2.126 0.847 3.742
H 4.399 0.767 2.417
H 3.571 -0.727 2.212
H 5.012 -0.758 3.189
H 2.973 -0.852 4.682
H 4.267 1.855 4.856
H 5.098 0.340 5.356
H 2.472 2.621 6.341
H 2.243 1.644 7.826
H 1.537 1.140 6.299
H 1.388 0.821 4.435
H 1.712 0.414 2.918
C -3.738 -0.392 4.747
C -3.054 -1.256 5.812
C -1.625 -1.547 5.429
O -1.613 -2.048 4.116
C -0.323 -2.341 3.681
N -3.182 -0.633 7.134
H -4.803 -0.649 4.694
H -3.312 -0.534 3.759
H -3.745 0.674 4.994
H -3.558 -2.235 5.762
H -1.137 -2.267 6.102
H -1.034 -0.618 5.435
H 0.454 -1.572 3.768
H -0.400 -2.544 2.612
H 0.069 -3.250 4.166
H -4.103 -0.222 7.219
H -3.122 -1.364 7.837

=====

Record 3
DFT (wB97M-V/def2-TZVPD) results for a structure of composition C32H88BaN8O16S2Sr.

Calculated values
- LUMO energy (eV) = 0.0
- relative energy (zero: lowest compared OMol25 entry of this formula, charge and spin) (kcal/mol) = 0.00
- DFT total energy (hartree) = -3766.71050
- multiplicity = 1
- HOMO level (eV) = -8.73

CARTESIAN COORDINATES (ANGSTROEM)
Ba 3.582 0.705 2.238
Sr -0.034 0.296 0.188
S 1.424 3.017 1.329
O 0.799 4.251 1.799
O 1.095 2.640 -0.102
O 2.911 2.996 1.475
O 0.987 1.803 2.149
S 1.843 -1.959 1.337
O 1.952 -3.219 0.646
O 0.457 -1.739 1.768
O 2.805 -1.831 2.469
O 2.215 -0.722 0.457
C 5.294 2.827 -2.617
C 4.865 1.689 -1.641
C 5.640 1.907 -0.355
O 5.570 0.735 0.492
C 6.472 -0.314 0.046
N 3.449 1.508 -1.517
H 4.688 2.689 -3.545
H 6.376 2.799 -2.923
H 5.083 3.810 -2.220
H 5.204 0.779 -2.161
H 5.281 2.756 0.196
H 6.713 2.038 -0.571
H 6.199 -1.184 0.675
H 7.491 -0.019 0.241
H 6.351 -0.624 -1.009
H 2.950 2.247 -1.046
H 3.340 0.633 -1.086
C -6.740 -1.424 -2.449
C -5.516 -0.450 -2.443
C -5.762 1.056 -2.355
O -4.556 1.851 -2.572
C -4.183 2.144 -3.896
N -4.653 -0.871 -1.276
H -6.487 -2.453 -2.795
H -7.505 -0.971 -3.120
H -7.238 -1.502 -1.506
H -4.900 -0.708 -3.317
H -6.098 1.269 -1.320
H -6.576 1.371 -3.026
H -4.989 2.684 -4.439
H -3.917 1.219 -4.411
H -3.350 2.827 -3.819
H -3.673 -0.640 -1.269
H -5.047 -0.451 -0.407
C 2.652 2.677 5.444
C 1.788 1.389 5.658
C 0.304 1.759 5.481
O -0.416 0.647 6.033
C -1.663 1.136 6.542
N 2.274 0.351 4.752
H 2.371 3.179 4.490
H 3.685 2.422 5.411
H 2.424 3.503 6.123
H 1.950 1.071 6.699
H 0.152 1.781 4.364
H 0.061 2.749 5.940
H -2.230 1.591 5.691
H -1.477 1.912 7.277
H -2.239 0.314 6.964
H 1.558 0.463 4.023
H 2.043 -0.560 5.178
C -2.878 4.154 0.951
C -2.184 2.745 0.880
C -2.753 1.683 1.842
O -1.810 0.639 1.910
C -2.372 -0.530 2.557
N -2.009 2.272 -0.487
H -3.118 4.371 1.994
H -3.856 4.086 0.497
H -2.239 4.924 0.541
H -1.201 2.926 1.353
H -3.705 1.346 1.385
H -2.975 2.150 2.794
H -2.945 -1.116 1.826
H -2.929 -0.338 3.451
H -1.469 -1.070 2.809
H -2.938 2.275 -0.942
H -1.530 3.038 -0.974
C -0.051 4.015 -3.644
C -0.095 5.257 -2.735
C -1.184 6.231 -3.369
O -0.822 6.711 -4.650
C 0.229 7.627 -4.539
N -0.619 4.849 -1.377
H 0.465 4.194 -4.580
H -1.056 3.833 -3.986
H 0.417 3.172 -3.140
H 0.883 5.812 -2.618
H -1.484 7.091 -2.706
H -2.144 5.692 -3.447
H 0.088 8.366 -3.752
H 0.139 8.233 -5.499
H 1.230 7.131 -4.499
H -0.770 5.717 -0.899
H 0.215 4.373 -1.003
C 0.050 -1.213 -4.619
C -0.320 -0.801 -3.175
C -0.851 -1.964 -2.384
O -1.014 -1.671 -1.011
C -1.610 -2.851 -0.397
N 0.770 -0.180 -2.477
H 0.948 -1.821 -4.620
H 0.342 -0.328 -5.225
H -0.753 -1.798 -5.108
H -1.125 0.012 -3.188
H -0.223 -2.910 -2.472
H -1.849 -2.225 -2.746
H -2.546 -3.188 -0.838
H -1.854 -2.579 0.649
H -0.848 -3.652 -0.435
H 1.146 0.497 -3.129
H 1.531 -0.825 -2.308
C 0.455 -5.335 4.526
C -0.559 -4.214 4.499
C -1.458 -4.315 5.740
O -2.217 -5.512 5.806
C -3.509 -5.411 5.150
N 0.088 -2.895 4.509
H 0.041 -6.338 4.617
H 1.095 -5.091 5.348
H 1.067 -5.335 3.641
H -1.144 -4.360 3.595
H -2.180 -3.492 5.770
H -0.824 -4.262 6.653
H -3.967 -6.361 5.065
H -3.363 -4.904 4.214
H -4.228 -4.778 5.697
H 0.551 -2.825 3.578
H -0.675 -2.190 4.496
C 1.397 -5.368 -1.851
C 2.545 -4.622 -2.551
C 2.404 -4.868 -4.051
O 2.370 -6.166 -4.439
C 3.662 -6.797 -4.618
N 2.387 -3.240 -2.248
H 1.376 -5.313 -0.755
H 1.458 -6.425 -2.152
H 0.439 -5.054 -2.211
H 3.509 -5.002 -2.245
H 3.160 -4.348 -4.664
H 1.393 -4.500 -4.358
H 4.278 -6.683 -3.698
H 4.161 -6.432 -5.564
H 3.410 -7.864 -4.667
H 3.270 -2.744 -2.416
H 2.229 -3.162 -1.242

=====

Q: HOMO level of number 3 (C32H88BaN8O16S2Sr)?
A: -8.73 eV

=====

Q: Look up the HOMO level of the second one.
A: -4.19 eV